The following is a DFT calculation (ωB97M-V/def2-TZVPD) of 22 unconnected molecules or ions with the total composition C22H88O22 at a distorted geometry.

Calculated values
HOMO: -9.23 eV
Relative energy (zero: lowest compared OMol25 entry of this formula, charge and spin): 19.8 kJ/mol
Total charge: 0

Element x y z (Å)
C  -18.4374  -32.3957  -12.2353
O  -17.3517  -32.8054  -11.4886
H  -19.0597  -33.2501  -12.5015
H  -19.0111  -31.7666  -11.5546
H  -18.0751  -31.8518  -13.1076
H  -16.6822  -33.1684  -12.0731
C  -15.9613  -31.3834  -19.5048
O  -16.3433  -32.3761  -20.4638
H  -15.3576  -30.6126  -19.9838
H  -16.8060  -30.9009  -19.0132
H  -15.3404  -31.7691  -18.6962
H  -16.9443  -31.8745  -21.0195
C  -19.9483  -37.1492  -13.0092
O  -21.0962  -36.4244  -13.4744
H  -20.2591  -37.7748  -12.1724
H  -19.5423  -37.7828  -13.7978
H  -19.2252  -36.4113  -12.6618
H  -21.3419  -35.7956  -12.7919
C  -14.4587  -38.6850  -18.4625
O  -15.4183  -39.7089  -18.3769
H  -14.9679  -37.7212  -18.4568
H  -13.8116  -38.7800  -17.5905
H  -13.9239  -38.7742  -19.4081
H  -15.0677  -40.4931  -18.8054
C  -9.3408  -33.1553  -9.5339
O  -9.7288  -32.5571  -8.3226
H  -8.2714  -33.0522  -9.7179
H  -9.4918  -34.2339  -9.4897
H  -9.9594  -32.8133  -10.3637
H  -9.7198  -31.6088  -8.4717
C  -12.0375  -35.2788  -11.8082
O  -13.1292  -34.8976  -10.9924
H  -11.3590  -35.8643  -11.1878
H  -12.2895  -35.8642  -12.6924
H  -11.4513  -34.3851  -12.0221
H  -12.7719  -34.6174  -10.1465
C  -15.1686  -34.5185  -6.8193
O  -15.9302  -33.3350  -6.5455
H  -14.7334  -34.4544  -7.8166
H  -14.3511  -34.5642  -6.0997
H  -15.7211  -35.4520  -6.7124
H  -16.3878  -33.0584  -7.3428
C  -18.2610  -40.7732  -10.8300
O  -18.1578  -39.3877  -10.7655
H  -19.2311  -41.0907  -10.4475
H  -18.1844  -41.1435  -11.8523
H  -17.4484  -41.2461  -10.2785
H  -17.2490  -39.1506  -10.9643
C  -13.6413  -38.4566  -14.0675
O  -15.0489  -38.3754  -13.8460
H  -13.3607  -38.0190  -15.0256
H  -13.1021  -37.9540  -13.2646
H  -13.2481  -39.4726  -14.0331
H  -15.5417  -38.4571  -14.6659
C  -18.0342  -39.6265  -15.7049
O  -16.7839  -39.1249  -16.0927
H  -18.0940  -40.6755  -15.9948
H  -18.1518  -39.5612  -14.6232
H  -18.8183  -39.0927  -16.2420
H  -16.6120  -39.4669  -16.9731
C  -16.1563  -31.7329  -15.5252
O  -17.0834  -30.8258  -16.0221
H  -15.6032  -32.2559  -16.3053
H  -15.3861  -31.1890  -14.9783
H  -16.6854  -32.5072  -14.9696
H  -17.8500  -31.3065  -16.3429
C  -18.4410  -35.8635  -17.4645
O  -18.2002  -34.5137  -17.5888
H  -18.6374  -36.3598  -18.4148
H  -17.6083  -36.3530  -16.9595
H  -19.3902  -35.8799  -16.9289
H  -17.4698  -34.4384  -18.2072
C  -11.4962  -35.4501  -15.9801
O  -11.4166  -36.8253  -16.3392
H  -12.1897  -35.3723  -15.1428
H  -10.5547  -34.9744  -15.7056
H  -11.9756  -34.8617  -16.7625
H  -10.8398  -37.3052  -15.7404
C  -17.3475  -30.7574  -8.8086
O  -17.0521  -32.1715  -8.8234
H  -17.0517  -30.3568  -7.8390
H  -16.6815  -30.2556  -9.5106
H  -18.3785  -30.5276  -9.0775
H  -17.0337  -32.4103  -9.7530
C  -14.4174  -34.8309  -18.5429
O  -15.7196  -34.7446  -19.1031
H  -14.2599  -33.8928  -18.0107
H  -14.4354  -35.6555  -17.8303
H  -13.7064  -35.0485  -19.3399
H  -15.8779  -34.0105  -19.7012
C  -14.5041  -30.6984  -12.2291
O  -14.1490  -29.4224  -12.8137
H  -15.5209  -30.9970  -12.4840
H  -13.7365  -31.4481  -12.4213
H  -14.5476  -30.6365  -11.1417
H  -14.7658  -28.7773  -12.4603
C  -19.8131  -31.5561  -18.2805
O  -19.2212  -32.1210  -17.1253
H  -19.0497  -31.5100  -19.0571
H  -20.5643  -32.2562  -18.6462
H  -20.0702  -30.5213  -18.0545
H  -19.0225  -33.0448  -17.2947
C  -12.2425  -32.1071  -14.7270
O  -10.9639  -32.1708  -15.3242
H  -12.3241  -31.2063  -14.1187
H  -13.0328  -32.1441  -15.4767
H  -12.5142  -32.9563  -14.1000
H  -10.3272  -32.2754  -14.6134
C  -11.9517  -35.4053  -7.5810
O  -12.0192  -34.4189  -8.5558
H  -12.7284  -36.1559  -7.7274
H  -11.0671  -36.0275  -7.7170
H  -12.0086  -35.0635  -6.5475
H  -11.3509  -33.7511  -8.3855
C  -15.2460  -34.7997  -13.8715
O  -14.9196  -33.7854  -12.8814
H  -15.5227  -34.4182  -14.8543
H  -14.3658  -35.4252  -14.0203
H  -15.9978  -35.4515  -13.4265
H  -14.3641  -34.1930  -12.2129
C  -18.1680  -36.1355  -8.7357
O  -18.9622  -36.1182  -7.5565
H  -17.8417  -35.1201  -8.9605
H  -17.2846  -36.7659  -8.6339
H  -18.7050  -36.4465  -9.6318
H  -18.8804  -36.9658  -7.1131
C  -14.7333  -37.5227  -10.5301
O  -15.4310  -38.5539  -11.2204
H  -14.8521  -37.6222  -9.4511
H  -13.6583  -37.5589  -10.7067
H  -15.0634  -36.5246  -10.8180
H  -15.2142  -38.5722  -12.1554

Atomic partial charges in e from the Mulliken method, atoms 1 to 4: -0.58, -0.35, 0.10, 0.29

=====

The following is a DFT calculation (ωB97M-V/def2-TZVPD) of 22 unconnected molecules or ions with the total composition C22H88O22 at a distorted geometry.

Calculated values
HOMO: -9.46 eV
Relative energy (zero: lowest compared OMol25 entry of this formula, charge and spin): 14.6 kJ/mol
Total charge: 0

Element x y z (Å)
C  3.0814  -1.2397  -4.1227
O  2.0415  -1.2070  -3.2256
H  3.9423  -1.6461  -3.5736
H  2.8007  -1.8744  -5.0118
H  3.3590  -0.2599  -4.5207
H  1.2222  -1.1284  -3.7286
C  0.6053  1.4404  -4.9716
O  1.7068  1.9541  -4.2094
H  -0.2302  1.0155  -4.3580
H  0.3251  2.2211  -5.5941
H  0.9168  0.5505  -5.5816
H  1.7074  1.5603  -3.3495
C  0.8394  4.7886  -3.5264
O  -0.4426  4.3752  -2.9838
H  0.7520  5.4427  -4.3777
H  1.3676  5.4204  -2.8059
H  1.4546  3.9254  -3.7592
H  -0.5261  3.4303  -2.8663
C  1.0085  -2.1182  4.0145
O  1.7514  -2.0644  2.7758
H  0.1137  -2.8086  3.9343
H  1.6959  -2.4683  4.8462
H  0.5505  -1.1632  4.2139
H  1.0795  -2.2890  2.1106
C  2.5079  -4.9678  3.8878
O  3.2259  -4.3063  2.8270
H  1.4621  -4.5647  3.9197
H  2.4492  -5.9660  3.4263
H  3.0854  -4.9890  4.7850
H  2.9266  -3.3958  2.8705
C  5.1521  -5.0358  -0.0069
O  3.8946  -5.6154  0.1922
H  5.9396  -5.7339  0.1437
H  5.1484  -4.6810  -1.0224
H  5.3075  -4.1414  0.5666
H  3.5666  -5.4621  1.0736
C  0.7967  2.3828  -0.6114
O  0.4831  1.5481  -1.7330
H  0.3564  3.3316  -0.6981
H  0.4009  2.1617  0.3626
H  1.8719  2.4188  -0.5378
H  -0.4812  1.5873  -1.9728
C  2.9476  -2.2467  -0.1564
O  1.9623  -1.1809  -0.1600
H  2.7377  -2.9504  -0.9134
H  3.9025  -1.7868  -0.4687
H  3.0293  -2.7042  0.8124
H  1.8044  -0.8201  -1.0626
C  -2.1991  6.4664  -1.6163
O  -1.8016  5.3464  -0.8919
H  -2.7723  6.1506  -2.4909
H  -2.8471  7.0259  -0.9578
H  -1.3166  7.0617  -1.8793
H  -1.0625  4.9854  -1.4150
C  -0.1488  -2.8466  -5.7422
O  -0.3538  -2.0194  -4.5942
H  0.1911  -3.8673  -5.3854
H  -1.0504  -2.8201  -6.3306
H  0.6741  -2.4082  -6.2641
H  -0.9511  -2.3566  -3.9816
C  1.1089  -4.9451  -2.0822
O  -0.0683  -4.2095  -1.5452
H  0.7989  -5.9179  -2.4352
H  1.6417  -4.4434  -2.8493
H  1.7847  -5.1297  -1.2348
H  0.1592  -3.2739  -1.4902
C  -3.9268  1.8032  0.3073
O  -2.6067  2.3732  0.0991
H  -4.7539  2.5392  0.2605
H  -4.2037  1.0377  -0.4160
H  -3.9004  1.2586  1.3048
H  -2.7757  3.2553  0.4928
C  1.4869  5.2262  2.2986
O  2.6109  4.5352  2.8811
H  0.6302  4.5563  2.2618
H  1.1914  6.0665  2.9071
H  1.6464  5.5755  1.2809
H  3.4086  5.0266  2.7549
C  -2.0373  -5.3816  0.3705
O  -1.3744  -4.3645  1.0648
H  -1.6232  -6.3405  0.5499
H  -3.1003  -5.4841  0.6872
H  -2.0073  -5.2520  -0.6673
H  -0.5647  -4.2137  0.5358
C  3.2851  1.2089  1.8592
O  2.2598  0.8732  2.7863
H  3.0268  0.9109  0.8352
H  3.3950  2.2802  1.9691
H  4.2229  0.6796  2.0885
H  2.0745  -0.0647  2.7280
C  -1.0371  -0.8641  0.8005
O  -0.1388  -1.9407  0.9028
H  -2.0580  -1.2150  0.6715
H  -1.0934  -0.2818  1.7877
H  -0.7930  -0.1975  0.0301
H  0.5821  -1.6563  0.2258
C  1.0089  2.6977  5.1843
O  0.2619  2.4767  4.0122
H  1.0238  3.7390  5.3833
H  0.3402  2.2745  5.9619
H  2.0027  2.2108  5.2063
H  0.8320  2.0836  3.3284
C  -2.8868  2.3276  -3.7070
O  -2.0165  1.9401  -2.6294
H  -3.1079  1.5465  -4.4492
H  -3.9082  2.5985  -3.3119
H  -2.5797  3.1888  -4.2915
H  -2.5031  2.2355  -1.8385
C  -3.0101  1.6211  4.9180
O  -2.4633  2.8214  4.3409
H  -2.2386  1.0650  5.4686
H  -3.7747  1.8311  5.5811
H  -3.3684  0.9341  4.1601
H  -1.5362  2.6364  4.1040
C  -3.6119  -3.0226  -2.4970
O  -2.2996  -3.1319  -3.0550
H  -4.0110  -2.0552  -2.5498
H  -4.2369  -3.6907  -3.0141
H  -3.5972  -3.2420  -1.4391
H  -1.8585  -3.8526  -2.5297
C  -3.3101  -2.6100  2.6855
O  -2.0354  -2.3579  3.2156
H  -3.3424  -2.9498  1.6890
H  -3.7701  -3.4267  3.2638
H  -3.8738  -1.6819  2.7092
H  -1.4251  -2.9831  2.7672
C  -2.1882  5.5594  2.1939
O  -2.8324  4.2758  2.1104
H  -1.8112  5.6605  3.1992
H  -1.3788  5.6220  1.4733
H  -2.8745  6.4160  2.0712
H  -2.8318  3.7547  2.9595

Atomic partial charges in e from the Mulliken method, atoms 1 to 4: -0.88, 0.45, 0.28, 0.23